#1
This record from the OMol25 dataset describes a structure of composition C3H5N7O. The level of theory is ωB97M-V with the def2-TZVPD basis set.

Output
HOMO (eV): -9.3

Structure (ORCA input):
```
! RIJCOSX wB97M-V def2-TZVPD def2/J DEFGRID3
* xyz 0 1
C 0.16 -0.60 0.82
C -0.62 -0.90 -0.35
C 1.44 0.11 0.74
N -0.30 -1.25 1.86
N -1.61 -1.68 0.04
N -1.30 -1.97 1.33
N -0.51 -0.21 -1.49
N 1.59 0.95 -0.32
N 0.56 1.22 -1.25
N -0.30 2.11 -0.76
O 2.29 -0.02 1.58
H -1.79 -2.51 1.92
H -0.25 -0.79 -2.32
H 2.44 1.38 -0.50
H -0.77 1.71 0.18
H -1.02 2.46 -1.47
*
```

Löwdin population analysis, charges in e, atoms 1 to 6: -0.20, -0.40, -0.46, 0.16, 0.13, -0.03

#2
This record from the OMol25 dataset describes the molecule C3H5N7O. The level of theory is ωB97M-V with the def2-TZVPD basis set.

Output
HOMO (spin up / spin down) (eV): -8.2 / -8.2

Structure (ORCA input):
```
! RIJCOSX wB97M-V def2-TZVPD def2/J DEFGRID3
* xyz 0 1
C 1.33 0.88 -0.16
C 1.06 -0.55 -0.52
C 0.38 2.03 -0.21
N 2.52 0.83 0.38
N 2.10 -1.30 -0.04
N 2.94 -0.40 0.43
N -0.09 -0.93 -1.11
N -0.91 1.61 -0.55
N -1.44 0.42 -0.26
N -1.45 0.19 1.06
O 0.59 3.23 -0.19
H 3.88 -0.73 0.82
H -0.50 -1.81 -0.80
H -1.35 1.94 -1.43
H -0.55 0.52 1.37
H -1.74 -0.77 1.29
*
```

Löwdin population analysis, charges in e, atoms 1 to 6: -0.16, -0.39, -0.40, 0.09, 0.08, -0.10

Which of them is least stable? Easy: #2.

#1
This record from the OMol25 dataset describes the ion C5H11N4 with charge +1. The level of theory is ωB97M-V with the def2-TZVPD basis set.

Output
HOMO (eV): -12.5

Structure (ORCA input):
```
! RIJCOSX wB97M-V def2-TZVPD def2/J DEFGRID3
* xyz 1 1
N -1.99 -0.09 -1.77
C -1.04 -0.76 -1.38
N -0.34 -1.64 -0.81
C 0.99 -1.70 -0.45
C 1.10 -1.50 1.05
N 0.91 -0.03 1.41
C -0.39 0.65 0.83
C -0.28 1.81 0.16
N -1.27 2.48 -0.40
H -2.04 0.22 -2.69
H 1.57 -0.89 -1.01
H 1.31 -2.74 -0.74
H 0.42 -2.20 1.58
H 2.16 -1.80 1.32
H 1.06 0.16 2.32
H 1.69 0.50 1.00
H -1.38 0.09 1.08
H 0.79 2.05 0.07
H -1.09 3.31 -1.09
H -2.19 2.09 -0.50
*
```

Löwdin population analysis, charges in e, atoms 1 to 6: 0.19, -0.25, 0.05, -0.25, -0.10, 0.09

#2
This record from the OMol25 dataset describes the ion C5H11N4 with charge +1. The level of theory is ωB97M-V with the def2-TZVPD basis set.

Output
HOMO (eV): -13.8

Structure (ORCA input):
```
! RIJCOSX wB97M-V def2-TZVPD def2/J DEFGRID3
* xyz 1 1
C -0.76 -2.06 -0.79
C -0.41 -0.59 -0.65
C -0.01 0.16 0.51
C 0.14 -0.29 1.92
N 0.34 1.33 0.07
C 1.04 2.34 0.79
N 0.15 1.45 -1.25
N -0.26 0.26 -1.71
N -0.56 0.13 -3.03
H -0.87 -2.19 -1.89
H 0.03 -2.66 -0.30
H -1.58 -2.42 -0.21
H -0.24 -1.26 2.00
H 1.08 -0.32 2.54
H -0.55 0.51 2.42
H 2.16 2.26 0.44
H 0.57 3.32 0.51
H 0.97 2.12 1.95
H -1.42 -0.42 -3.33
H -0.28 0.94 -3.61
*
```

Löwdin population analysis, charges in e, atoms 1 to 6: 0.01, -0.12, -0.21, 0.00, -0.16, 0.01

#3
This record from the OMol25 dataset describes the ion C5H11N4 with charge +1. The level of theory is ωB97M-V with the def2-TZVPD basis set.

Output
HOMO (eV): -13.7

Structure (ORCA input):
```
! RIJCOSX wB97M-V def2-TZVPD def2/J DEFGRID3
* xyz 1 1
C -0.17 -0.17 1.75
C 0.36 -0.37 0.32
N 0.93 -1.73 0.10
N 1.56 0.71 0.11
C 1.14 1.82 -0.34
C -0.26 2.23 -0.62
N -1.09 1.29 -0.87
C -0.52 -0.08 -0.88
N -1.56 -1.07 -0.95
H -0.76 -0.91 2.20
H -0.65 0.83 1.63
H 0.63 -0.10 2.43
H 1.27 -2.01 1.00
H 1.71 -1.81 -0.65
H 0.21 -2.38 -0.18
H 2.00 2.60 -0.53
H -0.61 3.18 -0.67
H 0.14 -0.09 -1.73
H -2.25 -0.69 -0.29
H -2.07 -1.26 -1.82
*
```

Löwdin population analysis, charges in e, atoms 1 to 6: 0.02, -0.41, 0.25, 0.14, -0.13, -0.08

Which of them is least stable? Easy: #2.

#1
This record from the OMol25 dataset describes a cluster of 2 separate species, H3N3O3 in total. The level of theory is ωB97M-V with the def2-TZVPD basis set.

Output
HOMO (spin up / spin down) (eV): -9.3 / -8.2

Structure (ORCA input):
```
! RIJCOSX wB97M-V def2-TZVPD def2/J DEFGRID3
* xyz 0 1
N 1.04 0.84 -0.10
N 0.73 -0.29 -0.63
N -1.56 0.04 -0.05
O -1.53 1.25 0.09
O -2.51 -0.67 0.08
O 1.34 -1.35 0.15
H 1.67 0.77 0.66
H 0.16 1.45 -0.04
H 0.66 -2.04 -0.15
*
```

Löwdin population analysis, charges in e, atoms 1 to 6: 0.05, -0.04, -0.29, -0.04, 0.03, -0.06

#2
This record from the OMol25 dataset describes a cluster of 3 separate species, H3N3O3 in total. The level of theory is ωB97M-V with the def2-TZVPD basis set.

Output
HOMO (spin up / spin down) (eV): -8.6 / -8.6

Structure (ORCA input):
```
! RIJCOSX wB97M-V def2-TZVPD def2/J DEFGRID3
* xyz 0 1
N -2.28 1.45 -0.08
N -1.39 1.00 0.54
N -3.42 -0.23 0.05
O -4.42 -0.37 -0.58
O 0.87 -0.26 -0.23
O -2.68 -0.94 0.63
H 1.50 0.22 -0.84
H -0.59 1.47 0.78
H 0.94 -1.20 -0.40
*
```

Löwdin population analysis, charges in e, atoms 1 to 6: 0.15, 0.05, -0.36, 0.04, -0.07, 0.03

Which of them is least stable? Easy: #1.

#1
This record from the OMol25 dataset describes a cluster of 2 separate species, C8H17NO in total. The level of theory is ωB97M-V with the def2-TZVPD basis set.

Output
HOMO (eV): -9.1

Structure (ORCA input):
```
! RIJCOSX wB97M-V def2-TZVPD def2/J DEFGRID3
* xyz 0 1
C -1.69 1.55 -2.30
N -2.08 0.92 -1.08
C -2.39 1.78 0.08
C -2.59 0.89 1.21
O -2.32 2.97 -0.11
H -1.25 2.48 -1.82
H -0.96 0.88 -2.93
H -2.71 1.60 -2.86
H -2.55 -0.14 -1.04
H -2.34 -0.07 0.95
H -3.74 0.71 1.40
H -2.16 1.21 2.04
C 2.73 -1.91 0.27
C 2.90 -0.53 1.00
C 1.60 0.19 0.56
C 0.49 -0.85 0.48
C 1.26 -2.03 -0.01
H 3.46 -1.98 -0.74
H 3.22 -2.63 1.10
H 3.72 0.03 0.56
H 2.94 -0.51 2.09
H 1.69 0.83 -0.40
H 1.22 0.81 1.39
H -0.36 -0.68 -0.18
H 0.14 -0.72 1.52
H 1.11 -1.94 -1.14
H 0.66 -2.87 -0.07
*
```

Löwdin population analysis, charges in e, atoms 1 to 6: -0.14, -0.12, -0.50, -0.01, 0.06, 0.10

#2
This record from the OMol25 dataset describes a cluster of 2 separate species, C8H17NO in total. The level of theory is ωB97M-V with the def2-TZVPD basis set.

Output
HOMO (eV): -9.3

Structure (ORCA input):
```
! RIJCOSX wB97M-V def2-TZVPD def2/J DEFGRID3
* xyz 0 1
C -1.16 2.23 -0.56
C -1.27 1.16 0.49
C -0.32 0.71 1.33
C -0.62 -0.38 2.32
C 1.10 1.21 1.37
H -0.14 2.66 -0.60
H -1.87 3.04 -0.34
H -1.40 1.81 -1.54
H -2.26 0.70 0.58
H 0.03 -1.25 2.14
H -0.45 -0.02 3.35
H -1.67 -0.71 2.24
H 1.79 0.37 1.17
H 1.29 2.01 0.64
H 1.31 1.60 2.38
C -0.53 -2.64 -0.41
N 0.02 -1.35 -0.79
C 0.96 -1.24 -1.76
C 1.44 0.17 -2.04
O 1.39 -2.23 -2.35
H -1.27 -2.50 0.38
H 0.27 -3.31 -0.04
H -1.02 -3.13 -1.28
H -0.32 -0.50 -0.32
H 1.89 0.62 -1.15
H 2.20 0.14 -2.84
H 0.60 0.81 -2.38
*
```

Löwdin population analysis, charges in e, atoms 1 to 6: -0.09, -0.16, -0.40, -0.07, -0.06, 0.06

#3
This record from the OMol25 dataset describes a cluster of 2 separate species, C8H17NO in total. The level of theory is ωB97M-V with the def2-TZVPD basis set.

Output
HOMO (eV): -9.1

Structure (ORCA input):
```
! RIJCOSX wB97M-V def2-TZVPD def2/J DEFGRID3
* xyz 0 1
C 2.63 0.04 -0.59
C 1.57 -0.95 -0.18
O 1.62 -1.56 0.87
N 0.54 -1.12 -1.05
C -0.48 -2.10 -0.77
C 0.45 -0.42 -2.31
H 2.22 1.05 -0.58
H 3.01 -0.18 -1.59
H 3.45 -0.02 0.12
H -0.50 -2.87 -1.55
H -0.25 -2.56 0.18
H -1.46 -1.62 -0.72
H -0.56 -0.55 -2.71
H 0.63 0.65 -2.19
H 1.16 -0.81 -3.05
C 0.00 2.42 0.36
C -0.80 1.40 0.54
C -0.94 0.63 1.82
C -2.40 0.28 2.12
H 0.63 2.80 1.16
H 0.07 2.94 -0.58
H -1.42 1.05 -0.27
H -0.36 -0.29 1.74
H -0.52 1.21 2.64
H -2.82 -0.32 1.32
H -2.47 -0.28 3.05
H -2.99 1.19 2.22
*
```

Löwdin population analysis, charges in e, atoms 1 to 6: 0.01, -0.53, 0.03, -0.16, -0.05, -0.06

#4
This record from the OMol25 dataset describes the molecule C8H17NO. The level of theory is ωB97M-V with the def2-TZVPD basis set.

Output
HOMO (eV): -9.4

Structure (ORCA input):
```
! RIJCOSX wB97M-V def2-TZVPD def2/J DEFGRID3
* xyz 0 1
N 1.93 -1.77 0.00
C 1.11 -1.28 -1.07
C 0.73 0.12 -1.45
O -0.01 0.28 -2.68
C 0.00 1.04 -0.43
C -1.48 0.82 -0.27
C -1.95 -0.20 0.93
C -1.26 -0.13 2.21
C 0.32 0.08 1.91
C 0.49 1.30 0.99
H 1.47 -2.10 0.80
H 2.51 -0.98 0.24
H 0.12 -1.99 -1.05
H 1.57 -1.61 -2.10
H 1.69 0.62 -1.60
H -0.02 -0.56 -3.00
H 0.13 2.03 -0.96
H -1.85 1.90 -0.12
H -1.95 0.39 -1.16
H -3.04 -0.09 0.93
H -1.71 -1.22 0.59
H -1.39 -1.05 2.71
H -1.67 0.78 2.77
H 0.64 0.33 2.95
H 0.77 -0.80 1.46
H -0.01 2.23 1.30
H 1.55 1.69 0.83
*
```

Löwdin population analysis, charges in e, atoms 1 to 6: 0.01, -0.26, -0.35, 0.01, -0.32, -0.13

Which of them is least stable? Easy: #1.

#1
This record from the OMol25 dataset describes a cluster of 2 separate species, C3H10NO in total. The level of theory is ωB97M-V with the def2-TZVPD basis set.

Output
HOMO (eV): -2.6

Structure (ORCA input):
```
! RIJCOSX wB97M-V def2-TZVPD def2/J DEFGRID3
* xyz -1 1
C 0.27 0.55 1.73
O 0.17 0.03 0.49
C -0.85 0.09 2.68
H 0.26 1.67 1.75
H 1.23 0.29 2.24
H -0.75 0.51 3.69
H -0.83 -1.00 2.75
H -1.84 0.39 2.29
C 0.05 0.32 -2.66
N 0.54 -0.94 -2.12
H 0.25 1.09 -1.92
H -1.03 0.34 -2.85
H 0.55 0.59 -3.60
H 0.43 -0.91 -1.10
H 0.00 -1.72 -2.47
*
```

Löwdin population analysis, charges in e, atoms 1 to 6: -0.60, -0.35, -0.17, 0.07, 0.07, 0.04

#2
This record from the OMol25 dataset describes a cluster of 2 separate species, C3H10NO in total. The level of theory is ωB97M-V with the def2-TZVPD basis set.

Output
HOMO (eV): -2.4

Structure (ORCA input):
```
! RIJCOSX wB97M-V def2-TZVPD def2/J DEFGRID3
* xyz -1 1
C 0.75 -2.82 -1.08
O 0.55 -1.64 -0.47
H 1.20 -2.75 -2.10
H -0.16 -3.45 -1.21
H 1.46 -3.52 -0.56
C -0.51 2.46 1.41
C 0.10 1.45 0.44
N -0.91 0.66 -0.23
H -1.25 3.05 0.87
H 0.23 3.13 1.83
H -1.07 1.94 2.19
H 0.76 0.76 0.98
H 0.78 1.97 -0.25
H -0.53 -0.27 -0.49
H -1.32 1.15 -1.02
*
```

Löwdin population analysis, charges in e, atoms 1 to 6: -0.49, -0.41, 0.03, 0.03, 0.02, -0.14

Which of them is least stable? Easy: #2.

#1
This record from the OMol25 dataset describes a cluster of 2 separate species, C3H10NO in total. The level of theory is ωB97M-V with the def2-TZVPD basis set.

Output
HOMO (eV): -2.0

Structure (ORCA input):
```
! RIJCOSX wB97M-V def2-TZVPD def2/J DEFGRID3
* xyz -1 1
C -0.68 -1.26 -1.37
C 0.11 -0.05 -0.93
N 0.85 0.57 -2.04
H 0.03 -2.03 -1.71
H -1.29 -1.64 -0.51
H -1.41 -1.04 -2.18
H -0.55 0.72 -0.49
H 0.82 -0.34 -0.10
H 0.78 1.64 -2.00
H 1.84 0.44 -1.97
C -0.11 0.62 2.67
O 0.45 0.95 1.45
H 0.47 0.91 3.53
H -1.11 1.02 2.82
H -0.19 -0.51 2.82
*
```

Löwdin population analysis, charges in e, atoms 1 to 6: -0.15, -0.40, -0.05, 0.05, 0.07, 0.05

#2
This record from the OMol25 dataset describes a cluster of 2 separate species, C3H10NO in total. The level of theory is ωB97M-V with the def2-TZVPD basis set.

Output
HOMO (eV): -2.5

Structure (ORCA input):
```
! RIJCOSX wB97M-V def2-TZVPD def2/J DEFGRID3
* xyz -1 1
C 1.52 -0.43 -0.01
C 1.46 1.10 -0.10
N 0.31 1.74 0.56
H 0.47 -0.83 -0.18
H 2.16 -0.81 -0.83
H 1.92 -0.83 0.93
H 2.39 1.58 0.22
H 1.39 1.36 -1.17
H 0.51 1.92 1.53
H -0.48 1.10 0.44
C -2.04 -1.63 -0.20
O -1.23 -0.52 -0.32
H -1.88 -2.24 0.72
H -3.12 -1.33 -0.18
H -1.94 -2.25 -1.13
*
```

Löwdin population analysis, charges in e, atoms 1 to 6: -0.16, -0.37, -0.04, 0.04, 0.05, 0.05

Which of them is least stable? Easy: #1.